Here is a molecular structure, C5H10NiO3 in a non-equilibrium geometry from the Open Molecules 2025 dataset. Energies are from wB97M-V/def2-TZVPD.

Output
**Charge**: +1
**Energy relative to the best compared isomer or geometry (same formula, charge and spin)**: 0.000 eV
**Strongest force on any atom**: 0.04842 Eh/bohr
**2S+1**: 4
**Orbital gap (alpha / beta)**: 8.4 / 8.1 eV
**HOMO (alpha / beta)**: -12.41 / -13.79 eV

Cartesian coordinates (Å):
C -2.2134 -1.8233 -0.5561
O -1.0360 -2.4998 -0.2571
C -1.9280 -0.4373 -1.1314
O -0.9531 0.1595 -0.2476
C -0.1567 1.1666 -0.6989
C 0.9504 1.4634 0.2368
O 1.5452 0.2101 0.6280
C 2.6980 0.3635 1.4568
Ni 0.3212 -1.3358 0.3935
H -2.8515 -1.7010 0.3420
H -2.8217 -2.3614 -1.3065
H -2.8170 0.2058 -1.1618
H -1.4801 -0.5112 -2.1328
H -0.5297 1.8556 -1.4558
H 0.6042 1.9691 1.1578
H 1.7062 2.0947 -0.2503
H 3.0913 -0.6357 1.6661
H 3.4533 0.9544 0.9234
H 2.4173 0.8628 2.3940

=====

Here is a molecular structure, C3H8BrNOS in a non-equilibrium geometry from the Open Molecules 2025 dataset. Energies are from wB97M-V/def2-TZVPD.

Output
**Energy relative to the best compared isomer or geometry (same formula, charge and spin)**: 1.265 eV
**Strongest force on any atom**: 0.11760 Eh/bohr
**Orbital gap (alpha / beta)**: 7.4 / 7.4 eV
**HOMO (alpha / beta)**: -8.60 / -8.60 eV

Cartesian coordinates (Å):
C -1.1114 0.7052 -0.8285
C -0.4567 -1.5840 0.1041
C -0.2920 -0.0846 0.1765
N -0.2257 0.3866 1.4781
O 1.4712 1.9828 -0.0627
S 1.6300 0.7191 -0.7742
Br 3.9537 -0.2964 -0.2883
H -0.5447 0.9721 -1.6247
H -1.8613 0.0980 -1.3048
H -1.6309 1.4957 -0.2128
H 0.4110 -2.1491 0.4134
H -0.4230 -1.8175 -0.9365
H -1.2964 -1.9268 0.4825
H 0.5933 0.0549 1.8654
H -0.2172 1.4440 1.5124

=====

Here is 9 unconnected molecules or ions with the total composition C15H48O9 in a non-equilibrium geometry from the Open Molecules 2025 dataset. Energies are from wB97M-V/def2-TZVPD.

Output
**Energy relative to the best compared isomer or geometry (same formula, charge and spin)**: 4.789 eV
**Strongest force on any atom**: 0.04614 Eh/bohr
**Orbital gap**: 10.0 eV
**HOMO**: -9.65 eV
**SMILES string**: CC(C)O.CC(C)O.CC(C)O.CO.CO.CO.CO.CO.CO

Cartesian coordinates (Å):
C -0.3902 3.4047 3.5960
O 0.8579 2.9715 3.0820
H -0.2824 4.3382 4.1644
H -1.0230 3.6867 2.7445
H -0.9003 2.6782 4.2188
H 1.2123 3.6254 2.4784
C 3.1521 1.1973 1.2219
O 4.5145 1.1579 0.8469
H 2.4920 0.8522 0.4193
H 3.0442 0.4455 2.0087
H 2.8045 2.1616 1.5699
H 4.7349 0.4194 0.2809
C 3.1341 1.8714 -2.5805
O 2.6302 2.0598 -3.9097
H 4.1901 1.5990 -2.6010
H 3.0669 2.8621 -2.1273
H 2.4693 1.1870 -2.0495
H 2.9312 1.3243 -4.4502
C -4.1260 -0.1639 4.2932
O -3.8934 1.0637 4.9583
H -5.2032 -0.3826 4.2877
H -3.8548 -0.0923 3.2346
H -3.6066 -0.9716 4.8030
H -3.8318 1.7704 4.2999
C -0.0614 -4.3186 3.1002
O 1.3206 -4.5615 2.8519
H -0.6298 -5.0297 2.4996
H -0.3459 -4.3869 4.1500
H -0.2560 -3.2951 2.7771
H 1.8143 -4.9661 3.5648
C -5.1731 3.6980 2.4849
O -3.9657 3.0012 2.8409
H -4.9027 4.7474 2.3496
H -5.6249 3.2444 1.5999
H -5.9299 3.6104 3.2642
H -3.5691 2.7040 2.0121
C -0.7187 0.8428 -0.8390
C -1.4981 0.6139 0.4681
C -0.6330 0.2559 1.6578
O -2.2802 1.7767 0.7606
H 0.1473 0.1844 -0.9338
H -0.3089 1.8539 -0.8840
H -1.4226 0.5901 -1.6300
H -2.2031 -0.2163 0.3467
H -0.2071 -0.7409 1.5529
H -1.1827 0.1938 2.6009
H 0.1052 1.0528 1.7769
H -1.8715 2.5461 0.3539
C 0.2221 -0.3762 -4.3504
C -0.3139 -1.0475 -5.5884
C 0.7423 -1.1984 -6.7027
O -0.8966 -2.3059 -5.3624
H -0.1908 0.5777 -4.0301
H 1.3134 -0.2607 -4.3323
H 0.1896 -1.0453 -3.4778
H -1.0259 -0.3526 -6.0564
H 1.5506 -0.4701 -6.6761
H 0.2964 -1.1399 -7.6978
H 1.1710 -2.2042 -6.6630
H -1.7347 -2.2082 -4.9028
C 0.7185 -2.7363 -0.5466
C 2.2316 -2.8425 -0.5182
C 3.0127 -1.8076 -1.3088
O 2.7255 -2.8464 0.8334
H 0.3545 -2.5386 -1.5638
H 0.3246 -1.9319 0.0666
H 0.2434 -3.6912 -0.3201
H 2.4949 -3.8287 -0.9283
H 2.6873 -1.9406 -2.3462
H 4.0997 -1.8277 -1.3376
H 2.7173 -0.8137 -0.9606
H 2.3407 -3.6297 1.2540

=====

Here is a molecular structure, C25H36N5OTc from the Open Molecules 2025 dataset. Energies are from wB97M-V/def2-TZVPD.

Output
**Charge**: +1
**Energy relative to the best compared isomer or geometry (same formula, charge and spin)**: 0.000 eV
**Strongest force on any atom**: 0.01175 Eh/bohr
**2S+1**: 2
**Orbital gap (alpha / beta)**: 6.2 / 6.5 eV
**HOMO (alpha / beta)**: -9.92 / -10.05 eV

Cartesian coordinates (Å):
Tc -0.3562 -0.8063 -0.1974
C 3.0921 -0.9972 2.5823
C 1.7791 -1.7780 2.6980
C 0.5156 -0.8946 2.7418
N -0.5275 -1.2354 1.7760
C -1.6086 -1.9497 2.1621
C -1.6302 -2.6654 3.3583
C -2.6461 -3.3836 3.9905
C -3.9603 -3.5534 3.6280
C -4.5559 -3.0670 2.4668
C -3.9993 -2.4091 1.3933
C -2.6752 -1.9812 1.1461
N -2.2914 -1.5033 -0.0296
C -3.2128 -1.5075 -1.1620
C -2.6240 -0.8080 -2.3774
C -1.3619 -1.4346 -2.9590
N -0.1906 -1.1030 -2.1494
C 1.0696 -1.2508 -2.6583
C 1.2837 -1.8604 -3.8776
C 2.4567 -2.0498 -4.6309
C 3.7283 -1.6306 -4.3752
C 4.1583 -0.9326 -3.2360
C 3.4728 -0.5634 -2.1119
C 2.1084 -0.7375 -1.7429
N 1.6540 -0.3947 -0.5512
C 2.5436 0.2860 0.3957
C 3.5098 -0.6436 1.1557
H 3.8965 -1.5814 3.0320
H 3.0199 -0.0809 3.1782
H 1.8138 -2.4013 3.5938
H 1.7053 -2.4683 1.8533
H 0.7811 0.1446 2.5493
H 0.0923 -0.8975 3.7461
H -0.6877 -2.6726 3.8904
H -2.3485 -3.8599 4.9184
H -4.5906 -4.1146 4.3055
H -5.6188 -3.2601 2.3711
H -4.6979 -2.1874 0.5996
H -4.1445 -0.9972 -0.9034
H -3.4816 -2.5410 -1.4198
H -2.4077 0.2328 -2.1230
H -3.3919 -0.7952 -3.1528
H -1.2146 -1.0516 -3.9720
H -1.4836 -2.5245 -3.0493
H 0.3916 -2.2534 -4.3457
H 2.3155 -2.5880 -5.5616
H 4.4793 -1.8550 -5.1220
H 5.2089 -0.6631 -3.2259
H 4.0835 -0.0732 -1.3682
H 1.9028 0.8137 1.0978
H 3.0996 1.0662 -0.1292
H 4.4953 -0.1739 1.1917
H 3.6361 -1.5680 0.5824
C -1.3507 3.2736 0.0048
C -0.3183 2.2536 -0.4272
C -0.0641 2.3141 -1.9229
O -0.8062 0.9656 -0.0143
H -1.1080 4.2570 -0.4007
H -1.4052 3.3496 1.0907
H -2.3332 2.9770 -0.3680
H 0.6179 2.4530 0.1055
H 0.5874 1.5103 -2.2485
H 0.4105 3.2636 -2.1767
H -1.0037 2.2452 -2.4784
N 0.1988 -3.0080 -0.2494
H 0.3034 -3.4051 0.6786
H 1.0695 -3.1584 -0.7520
H -0.5250 -3.5390 -0.7250

=====

Here is 2 unconnected molecules or ions with the total composition C6H9N2OS in a non-equilibrium geometry from the Open Molecules 2025 dataset. Energies are from wB97M-V/def2-TZVPD.

Output
**Charge**: +1
**Energy relative to the best compared isomer or geometry (same formula, charge and spin)**: 2.595 eV
**Strongest force on any atom**: 0.07464 Eh/bohr
**Orbital gap**: 8.4 eV
**HOMO**: -13.72 eV

Cartesian coordinates (Å):
C 1.7171 1.6294 -0.7133
C 2.8776 0.9293 -0.9256
C 0.8122 0.9819 0.1899
C 1.1386 -0.2773 0.8343
C -0.9242 0.4446 1.5393
C 0.1373 -0.5199 1.6933
N -0.3510 1.4415 0.6920
N -0.3908 -1.6923 -1.4889
O 4.1399 -0.6966 0.6045
S 2.9453 -0.7529 -0.2364
H 1.7038 2.6437 -1.1031
H 3.7218 1.4805 -1.4137
H -1.6035 -0.2046 1.1162
H -1.3931 0.8351 2.4094
H -0.0362 -1.5782 1.9552
H -0.8320 2.2790 0.3419
H 0.0312 -1.3811 -2.2903
H -1.1654 -2.3382 -1.5464
H 0.3859 -2.2710 -1.1852

=====

Here is C6H12N2O3S in the gas phase in a non-equilibrium geometry from the Open Molecules 2025 dataset. Energies are from wB97M-V/def2-TZVPD.

Output
**Energy relative to the best compared isomer or geometry (same formula, charge and spin)**: 3.832 eV
**Strongest force on any atom**: 0.11280 Eh/bohr
**Orbital gap**: 9.3 eV
**HOMO**: -8.77 eV
**SMILES string**: CN[C@H]1C(=O)N(C)CCS1(=O)=O

Cartesian coordinates (Å):
C 1.0315 -0.6790 0.5256
C 0.8247 0.0013 -1.8575
C -0.7042 -0.1379 -1.8819
C 0.1797 0.8062 0.9555
C 1.5933 -2.1336 -1.2170
C -1.2010 1.7641 2.7025
N 1.3701 -0.8222 -0.7914
N -0.1751 0.7853 2.2706
O 1.3619 -1.4082 1.3920
O -2.1113 -0.6547 0.1186
O -1.9918 1.7947 -0.4425
S -1.3214 0.5077 -0.2575
H 1.3243 -0.4328 -2.7437
H 1.0826 1.0362 -1.7714
H -1.1366 0.5430 -2.6788
H -1.1458 -1.0363 -1.9204
H 0.5348 1.6494 0.4524
H 1.7872 -2.9385 -0.4125
H 0.6536 -2.4551 -1.7837
H 2.5191 -2.1907 -1.7798
H -0.7310 2.8236 2.8782
H -2.0084 1.7288 1.9233
H -1.5725 1.6374 3.6709
H -0.1636 -0.1887 2.6485